Entry 1:
{
  "formula": "C26H22ClN3O4S",
  "method": "wB97M-V/def2-TZVPD",
  "de_lowest_kj_mol": 738.01,
  "e_homo_ev": -6.7443,
  "lumo_ev": -1.466,
  "energy_ev": -63329.4802,
  "gap_ev": 5.279,
  "total_charge": 0,
  "symbols": ["H", "C", "C", "O", "H", "C", "Cl", "H", "H", "H", "C", "H", "N", "H", "H", "S", "O", "C", "H", "C", "C", "H", "C", "C", "H", "H", "C", "C", "H", "O", "H", "C", "N", "C", "C", "H", "H", "C", "C", "H", "O", "C", "H", "C", "C", "C", "H", "H", "C", "C", "C", "C", "H", "H", "C", "N", "C"],
  "coordinates": [[2.88293, -2.11884, 0.55015], [-2.31282, -1.22145, 3.39657], [1.39687, -0.35714, -2.96818], [-0.30151, 0.19905, 4.21156], [4.91662, -3.53503, 0.09934], [1.84837, 3.66963, -2.45525], [1.82479, -0.00116, 2.06666], [-1.45990, 0.77868, 1.14755], [4.73387, -2.49415, -4.09612], [-3.15106, 3.07346, 0.57590], [-2.89087, -2.50173, 3.41777], [1.81631, -1.06019, -5.66258], [-6.51903, -1.65760, 3.68371], [0.68211, 0.30873, -3.44016], [2.89632, 0.32269, -5.31977], [-0.49491, -1.01498, 3.45244], [-6.99373, -2.81451, 3.79603], [2.68416, -0.72919, -5.07662], [-2.71625, 0.91443, 3.42454], [3.18817, -1.72131, -2.80958], [-4.27324, -2.65047, 3.52319], [-0.19445, -1.21023, -0.26548], [1.43329, -0.78389, -1.61822], [2.60835, -1.65375, -1.51721], [-2.26438, -3.38908, 3.38494], [5.83631, -3.73579, -2.18612], [-4.52585, -0.22652, 3.50395], [-0.16234, 3.17158, -0.65995], [2.55953, 1.65517, -1.98301], [-7.22726, -0.62041, 3.68979], [-0.83531, 5.17163, -0.90759], [0.51131, -0.43946, -0.58736], [2.43064, -0.91299, -3.66130], [-0.90331, 1.35306, 0.42056], [-3.14081, -0.08731, 3.42582], [-2.05235, 4.49371, 0.57435], [-2.08346, 3.35486, 1.97139], [-2.16491, 3.45081, 0.87949], [4.42219, -3.01735, -0.72155], [3.55179, -1.33727, -5.33965], [0.05300, -2.28215, 3.89079], [0.69925, 2.10934, -1.02662], [-5.18827, 0.63672, 3.52117], [0.91174, 4.67671, -2.16235], [4.94744, -3.12560, -2.01860], [1.78262, 2.40404, -1.83936], [2.63968, 3.86462, -3.18304], [-4.74489, -3.63017, 3.56563], [0.35222, -0.84315, 1.84205], [3.26996, -2.26162, -0.45877], [-5.09829, -1.51145, 3.55507], [0.14016, 0.90285, -0.40294], [0.59189, -1.87682, 1.52824], [0.95789, 5.64186, -2.67398], [4.33692, -2.44948, -3.08756], [-1.11544, 2.67875, 0.23706], [-0.09207, 4.43986, -1.20680]],
  "atomic_forces_ev_per_a": [[0.220, -0.248, -0.157], [-0.369, -0.052, -0.446], [0.172, -0.521, 1.862], [-0.391, -0.065, 0.014], [-0.093, 0.177, -0.181], [-0.004, -0.384, 0.384], [0.872, 0.943, 0.558], [0.038, 0.100, -0.092], [0.100, -0.066, 0.178], [0.264, 0.210, -0.013], [0.094, 0.323, 0.072], [0.268, 0.045, 0.075], [-3.189, -0.348, 0.349], [0.174, -0.196, 0.040], [-0.033, -0.311, 0.151], [1.916, -0.429, -1.018], [1.110, 2.415, -0.283], [-0.145, 0.010, -0.127], [0.068, -0.264, 0.059], [-0.502, 0.502, 0.037], [-0.502, 0.455, -0.141], [0.511, 0.510, -0.249], [1.953, -0.400, -1.711], [-0.346, 0.467, -0.822], [0.020, 0.242, 0.066], [-0.261, 0.237, -0.015], [-0.342, -0.480, -0.110], [-0.030, -0.339, -0.340], [-0.220, 0.295, -0.248], [1.565, -2.104, -0.059], [0.286, 0.187, -0.275], [-2.769, 0.647, -0.179], [0.037, -0.225, 0.205], [0.001, 1.020, -0.546], [-0.060, -0.283, 0.051], [-0.170, -0.232, 0.258], [0.058, 0.175, -0.312], [-0.097, -0.146, 0.153], [-0.502, 0.294, 0.214], [-0.217, 0.178, -0.115], [-1.001, -0.165, 0.968], [-0.742, 0.172, 0.490], [0.234, -0.188, 0.052], [-0.404, -0.209, 0.371], [-0.431, 0.336, -0.433], [0.347, 0.619, -0.623], [-0.184, 0.000, 0.357], [0.215, 0.221, 0.004], [-1.226, -1.676, 0.077], [0.388, -0.533, 0.258], [2.147, 0.211, -0.017], [0.349, 0.309, 0.013], [-0.243, 0.427, 0.772], [0.040, -0.360, 0.237], [0.382, -0.452, 0.544], [0.198, -1.125, 0.074], [0.446, 0.077, -0.433]]
}

=====

Entry 2:
{
  "formula": "C4H10N2O2",
  "method": "wB97M-V/def2-TZVPD",
  "de_lowest_kj_mol": 365.36,
  "e_homo_ev": -7.4762,
  "lumo_ev": 0.392,
  "energy_ev": -11383.1161,
  "smiles": "[NH3+]/C=C(\\[O-])NCCO",
  "gap_ev": 7.868,
  "total_charge": 0,
  "symbols": ["N", "C", "H", "C", "H", "O", "H", "H", "H", "H", "O", "H", "H", "H", "N", "H", "C", "C"],
  "coordinates": [[-2.25127, 1.91774, 0.77131], [-1.00335, 1.37021, 0.13988], [-2.85382, 1.06758, 0.77298], [-1.08679, -0.00558, 0.13107], [2.37806, -2.10224, 0.37976], [-2.06799, -0.59485, 0.67544], [-0.00912, -1.72545, 0.13253], [1.35925, -1.14033, -1.82995], [-0.25150, 2.06263, -0.16780], [3.10572, 0.13316, -1.10354], [2.92722, -1.42532, -0.02592], [0.88279, 0.47898, -1.73620], [-1.90943, 2.12144, 1.70842], [2.29704, 0.47910, 0.58924], [-0.12215, -0.87914, -0.39464], [-2.57259, 2.76061, 0.31315], [2.39748, -0.14330, -0.29707], [1.02944, -0.39122, -1.08886]],
  "atomic_forces_ev_per_a": [[2.078, 0.064, 0.097], [-0.328, -0.098, -0.680], [-0.149, -0.187, 0.151], [0.205, -1.478, 0.620], [-0.499, 0.624, 0.136], [-0.555, 0.459, 0.112], [-0.302, -0.157, -0.009], [-0.229, -0.038, 0.295], [0.123, 0.119, -0.112], [-0.354, 1.014, 0.856], [1.290, -0.801, 0.675], [-0.815, 0.142, 0.483], [-0.976, 0.177, 0.239], [0.222, 0.254, -0.088], [0.209, 1.659, -0.392], [-0.426, -0.101, -0.039], [-1.697, -1.839, -1.917], [2.202, 0.189, -0.427]]
}

=====

Entry 3:
{
  "formula": "C19H36NO3",
  "method": "wB97M-V/def2-TZVPD",
  "de_lowest_kj_mol": 14.64,
  "e_homo_ev": -12.6201,
  "lumo_ev": -2.344,
  "energy_ev": -27914.0021,
  "smiles": "CCCOC(=O)C[N+](C)(C)CCO[C@@H]1C[C@@H]2CC[C@@]1(C)C2(C)C",
  "gap_ev": 10.276,
  "total_charge": 1,
  "symbols": ["H", "H", "C", "H", "H", "H", "C", "N", "O", "C", "C", "H", "O", "C", "O", "C", "C", "H", "C", "H", "H", "H", "H", "H", "H", "C", "H", "H", "C", "H", "C", "C", "H", "C", "H", "H", "H", "H", "H", "H", "H", "C", "H", "C", "H", "C", "H", "H", "C", "H", "H", "H", "C", "H", "H", "H", "C", "H", "H"],
  "coordinates": [[6.26078, 3.46338, -0.05412], [1.63840, -3.68559, -0.89390], [0.87615, -1.34426, 1.38418], [-0.29451, -2.44218, -1.92255], [5.03178, 1.58403, 1.22521], [0.15292, -3.41639, 0.04376], [-0.24592, -1.40534, -1.56949], [1.57114, -1.86543, 0.18804], [2.89825, 0.66782, 0.53025], [1.16126, -1.09082, -1.02567], [-3.19184, -0.66048, 1.31782], [-3.92063, -2.21062, -0.91430], [-1.27391, -1.22226, -0.63961], [-3.47079, -0.25827, -0.14237], [4.89322, -0.36865, 0.54071], [-2.68733, 1.63041, 0.79507], [-3.94542, 1.21216, 0.00679], [1.65028, -3.86345, 0.86750], [6.78581, 2.69838, -0.62011], [6.53721, 0.61547, 1.17790], [-6.09063, 1.08228, 0.16533], [1.22373, -0.03169, -0.77176], [-5.28319, 0.78489, 1.69649], [1.10618, -1.96429, 2.24837], [-4.39347, 3.00771, -1.08347], [-2.09224, -0.06397, -0.81398], [5.00154, 1.67157, -1.25093], [-5.33563, -1.29846, -0.38618], [3.58692, -0.31573, 0.48371], [6.47016, 0.68413, -1.31895], [5.93730, 1.43910, -0.73789], [-4.37371, -1.22187, -0.88533], [3.55447, -2.23958, -0.46117], [-5.24886, 1.37430, 0.78845], [-1.32913, 1.99304, -0.87886], [1.19498, -0.32256, 1.58002], [1.87530, -1.30463, -1.82363], [-0.63198, 1.02393, 0.41425], [-5.37950, 2.41966, 1.05911], [-2.46594, -1.47057, 1.36078], [-4.10262, -1.02086, 1.79192], [-2.68078, 0.64053, 1.96584], [-4.53863, -0.88779, -1.90693], [-1.54636, 1.21853, -0.14469], [-3.25940, 1.97988, -1.94125], [-4.13757, 1.97408, -1.30521], [-4.96074, 1.54091, -1.86823], [3.32645, -2.27599, 1.28907], [1.23385, -3.29440, 0.03806], [-3.33985, 0.97834, 2.76309], [7.00487, 3.09193, -1.60821], [-1.68332, 0.53247, 2.39326], [5.62235, 0.87193, 0.64234], [-0.19709, -1.35579, 1.19755], [7.72633, 2.48234, -0.12048], [-0.38653, -0.75834, -2.44447], [3.03853, -1.75513, 0.37152], [-2.64320, 2.67392, 1.09947], [-2.22945, 0.07830, -1.89209]],
  "atomic_forces_ev_per_a": [[-0.008, 0.138, 0.054], [0.042, 0.118, -0.022], [-0.636, 0.480, 0.919], [0.026, 0.130, -0.036], [0.101, -0.139, -0.006], [0.032, 0.110, 0.006], [0.252, -0.137, -0.039], [0.224, 0.116, -0.025], [0.085, 0.226, 0.002], [-0.814, 0.584, -0.772], [0.004, -0.058, -0.081], [-0.014, -0.139, -0.034], [-0.035, -0.213, 0.076], [0.052, -0.340, -0.205], [0.091, -0.534, -0.036], [0.117, 0.121, 0.096], [-0.008, 0.139, -0.028], [0.050, 0.152, 0.035], [-0.135, -0.175, -0.021], [-0.132, 0.002, -0.015], [-0.138, -0.023, -0.028], [0.100, -0.232, 0.037], [-0.050, -0.070, 0.159], [0.136, -0.130, -0.094], [-0.035, 0.120, -0.032], [-0.336, 0.276, -0.029], [-0.011, -0.065, -0.021], [-0.146, -0.070, 0.031], [-0.559, -0.332, -0.040], [-0.052, -0.035, -0.022], [-0.077, -0.143, 0.248], [0.211, 0.232, 0.130], [-0.185, -0.033, 0.047], [0.235, -0.130, -0.060], [0.061, 0.011, -0.032], [0.014, -0.119, -0.132], [0.079, -0.062, 0.106], [0.109, -0.019, 0.008], [-0.061, 0.114, 0.033], [-0.043, -0.087, 0.048], [-0.029, -0.046, 0.013], [0.001, 0.133, 0.103], [-0.063, -0.008, -0.160], [-0.024, 0.091, -0.056], [0.106, 0.035, -0.139], [0.123, -0.171, 0.154], [-0.096, -0.009, -0.111], [-0.150, -0.038, -0.104], [-0.203, -0.822, -0.099], [0.014, -0.018, 0.071], [0.056, 0.085, -0.039], [0.047, 0.041, 0.059], [0.266, 0.677, -0.180], [0.186, -0.071, -0.014], [0.137, 0.039, 0.049], [0.110, -0.072, 0.043], [0.997, 0.321, 0.138], [-0.039, 0.085, 0.004], [0.013, -0.039, 0.044]]
}